{"formula": "C18H15N3O3OsS", "method": "ωB97M-V with the def2-TZVPD basis set", "symbols": ["H", "C", "C", "H", "O", "Os", "H", "C", "C", "O", "C", "C", "H", "S", "C", "C", "O", "H", "C", "H", "H", "H", "H", "H", "H", "N", "C", "H", "H", "C", "C", "C", "C", "N", "C", "C", "N", "H", "C", "H", "C"], "positions_angstrom": [[-4.572, -4.778, -1.726], [-3.866, -3.005, -0.751], [0.643, -2.354, -1.599], [-0.396, -1.042, 2.742], [0.492, 1.834, 0.561], [0.098, -0.028, -0.031], [-0.121, 4.553, 0.220], [-2.205, 1.801, -1.679], [4.238, -1.274, -2.000], [-2.856, 0.973, -2.250], [-3.716, -4.144, -1.545], [-2.799, -2.165, -0.493], [-4.838, -2.779, -0.336], [0.219, -3.762, -2.415], [1.926, -1.663, -1.540], [3.032, 0.321, -0.647], [-0.569, -0.277, 2.176], [-2.925, -1.277, 0.114], [-1.424, -3.624, -1.846], [5.099, 0.498, -1.158], [5.162, -1.580, -2.471], [-3.337, 3.251, -3.697], [3.012, 1.238, -0.073], [3.137, -2.973, -2.732], [-4.476, 3.053, -2.353], [-2.461, 3.188, -1.792], [4.203, -0.098, -1.260], [-2.385, -5.353, -2.721], [-0.422, 0.521, 2.705], [-0.441, 2.446, -0.184], [-3.574, 3.561, -2.683], [-2.498, -4.472, -2.105], [-1.742, 4.106, -1.140], [-1.153, 1.510, -0.831], [-1.571, -2.494, -1.052], [3.098, -2.062, -2.148], [-0.365, -1.790, -0.919], [-2.035, 5.133, -1.313], [-0.690, 3.799, -0.297], [-3.708, 4.637, -2.635], [1.889, -0.470, -0.780]], "atomic_forces_ev_per_a": [[0.004, -0.021, -0.014], [0.055, 0.137, 0.079], [0.151, 0.082, 0.015], [-0.019, -0.028, 0.006], [-0.156, 0.119, -0.198], [0.232, -0.067, -0.185], [0.001, 0.005, 0.004], [0.089, 0.052, 0.181], [-0.037, -0.073, -0.035], [-0.047, -0.024, -0.092], [-0.003, -0.066, -0.043], [-0.123, 0.015, 0.048], [0.008, 0.029, 0.017], [0.030, -0.086, -0.060], [-0.220, -0.098, 0.014], [-0.110, -0.052, -0.011], [-0.053, 0.053, -0.103], [0.001, -0.008, -0.016], [-0.072, -0.246, -0.138], [0.015, 0.004, -0.003], [-0.004, -0.018, -0.010], [-0.029, 0.002, 0.000], [-0.024, -0.002, 0.005], [0.022, -0.007, -0.010], [-0.004, 0.011, -0.024], [0.012, -0.010, -0.044], [0.044, -0.005, -0.015], [0.011, -0.002, -0.006], [-0.009, -0.035, 0.083], [0.075, -0.200, 0.132], [0.012, -0.018, 0.015], [0.119, 0.013, -0.027], [0.081, -0.036, 0.052], [-0.240, 0.221, 0.116], [0.136, 0.180, 0.088], [0.150, -0.026, -0.070], [-0.087, 0.189, 0.179], [0.013, 0.009, 0.016], [-0.083, -0.004, -0.090], [-0.008, 0.001, -0.016], [0.066, 0.011, 0.159]], "mulliken_charge": [0.423, -0.823, 1.065, 0.353, -0.762, 1.122, 0.495, 0.245, -0.713, -0.556, -0.565, -0.453, 0.421, -0.201, 1.164, -0.126, -0.573, 0.353, 0.681, 0.435, 0.439, 0.338, 0.558, 0.461, 0.333, 0.019, -0.718, 0.444, 0.321, 0.797, -0.858, -0.570, 0.404, -0.330, 0.307, -0.813, -0.051, 0.391, -1.120, 0.298, -0.634], "homo_lumo_gap_ev": [8.09, 5.92], "multiplicity": 5, "charge": 2, "relative_energy_ev": 0.094}

***

{"formula": "C6H11CeClF5Lu", "method": "ωB97M-V with the def2-TZVPD basis set", "symbols": ["C", "H", "H", "H", "H", "H", "F", "F", "Cl", "F", "C", "Ce", "H", "H", "F", "H", "C", "F", "H", "H", "C", "H", "C", "Lu", "C"], "positions_angstrom": [[-0.158, -0.876, 3.153], [-0.515, 2.832, -3.263], [-1.824, -1.071, -1.391], [1.979, -2.496, -1.482], [0.917, 2.969, -2.161], [2.138, -2.923, 0.266], [-1.241, -1.668, 2.851], [1.359, -2.557, 2.513], [0.863, 1.260, 0.397], [2.095, -0.427, 2.546], [-0.798, -0.741, -1.753], [-0.981, 1.404, -1.415], [-2.079, 2.503, 0.600], [-2.982, 1.000, 0.124], [-0.532, 0.437, 2.942], [0.785, 1.568, -3.307], [-2.446, 1.876, -0.206], [0.148, -1.027, 4.438], [2.972, -1.464, -0.388], [-0.406, -0.862, -2.701], [0.980, -1.246, 2.258], [-3.030, 2.467, -0.945], [0.264, 2.281, -2.691], [0.383, -1.131, 0.091], [2.112, -2.109, -0.474]], "atomic_forces_ev_per_a": [[0.619, 0.620, -0.060], [0.475, 0.078, -0.223], [0.598, -0.135, -1.059], [0.309, -0.177, -0.191], [0.366, 0.348, -0.313], [0.388, -0.014, -0.249], [0.479, 0.539, 0.331], [-0.008, -0.141, 0.807], [1.445, 1.034, 0.961], [-0.709, -0.772, 0.503], [-1.720, -1.538, 2.404], [0.055, -3.434, -1.738], [-0.391, 0.273, 0.481], [-0.431, -0.250, 0.354], [0.124, -1.547, 0.513], [0.399, -0.255, -0.362], [-5.711, 2.744, 4.566], [-0.746, 0.106, 0.957], [0.634, 0.003, -0.001], [0.292, -0.899, -2.330], [0.283, 0.817, 0.394], [-0.328, 0.103, 0.262], [3.718, 4.253, -4.448], [-1.916, -0.238, -0.817], [1.775, -1.519, -0.743]], "mulliken_charge": [0.921, 0.130, 0.118, 0.356, 0.281, 0.392, -0.277, -0.340, -0.415, -0.311, -1.040, -0.285, 0.254, 0.286, -0.220, 0.307, -0.601, -0.271, 0.288, 0.420, -0.139, 0.086, -0.706, 1.232, -1.464], "homo_lumo_gap_ev": [4.07, 5.76], "multiplicity": 2, "charge": -1}

***

Number 1: DFT total energy -42808.755 eV. Number 2: DFT total energy -79051.693 eV.